Entry 1:
The following is a quantum chemistry calculation of a cluster of 2 separate species, C2H5O in total, from the OMol25 dataset.

Last column: Mulliken charge in e.
Cartesian coordinates (Å):
C  0.2207  -0.2564  -0.0818  -0.010
O  0.7127  -0.6156  1.0256  -0.722
C  -1.0698  0.0215  -0.4889  -0.870
H  0.7914  3.2000  -1.6149  0.069
H  -1.1219  0.2557  -1.5472  0.181
H  0.5655  2.8642  -0.9947  -0.096
H  0.9480  -0.2389  -0.9209  0.233
H  -1.8881  0.3760  0.1199  0.216

Summary:
HOMO level = -2.018 eV
energy relative to the best compared isomer or geometry (same formula, charge and spin) = 12.4 kcal/mol
charge = -1
energy = -154.39329 Eh



Entry 2:
The following is a quantum chemistry calculation of a cluster of 2 separate species, C2H5O2 in total, from the OMol25 dataset.

Last column: Mulliken charge in e.
Cartesian coordinates (Å):
O  -2.7073  -0.4510  -0.1196  -1.110
H  -2.4488  -1.2098  0.4166  0.131
C  0.0665  0.8135  -0.5223  -0.475
C  0.8000  0.2019  0.3847  -0.155
O  2.1786  -0.0087  0.2180  -0.522
H  -1.0101  0.8806  -0.3543  0.245
H  0.4494  1.0213  -1.5116  0.236
H  0.3516  -0.2841  1.2423  0.356
H  2.3200  -0.9637  0.2461  0.294

Summary:
HOMO level = -2.234 eV
energy relative to the best compared isomer or geometry (same formula, charge and spin) = 64.5 kcal/mol
charge = -1
energy = -229.62226 Eh



Entry 3:
The following is a quantum chemistry calculation of a cluster of 2 separate species, C2H5O2 in total at a distorted geometry, from the OMol25 dataset.

Last column: Mulliken charge in e.
Cartesian coordinates (Å):
C  -0.7826  2.0581  0.7092  0.059
C  0.6296  -2.2302  -0.8259  -0.030
O  0.4599  -1.1958  -0.2022  -0.492
O  0.1505  1.5491  0.1795  -0.100
H  -0.7072  3.1946  0.8681  0.283
H  -1.4126  1.5138  1.2790  0.304
H  1.5964  -2.7521  -0.7507  0.225
H  -0.0477  -2.7079  -1.5479  0.244
H  0.1138  0.5703  0.2910  0.506

Summary:
HOMO level = -14.786 eV
energy relative to the best compared isomer or geometry (same formula, charge and spin) = 21.0 kcal/mol
charge = +1
energy = -229.31144 Eh



Entry 4:
The following is a quantum chemistry calculation of a cluster of 2 separate species, C2H5O2S in total at a distorted geometry, from the OMol25 dataset.

Last column: Mulliken charge in e.
Cartesian coordinates (Å):
O  1.8928  0.6294  -1.1426  -0.737
C  0.7249  0.1173  -0.9802  0.646
O  0.6237  -1.3236  -1.2610  -0.506
C  -0.5141  0.7131  -0.6347  -1.205
H  1.5329  -1.6281  -1.2490  0.281
H  -1.4931  0.2156  -0.7771  0.345
H  -0.3925  1.7146  -0.1734  0.406
H  -0.6283  0.1883  1.0105  0.165
S  -0.5862  0.2774  2.4621  -0.479
H  -1.1603  -0.9039  2.7454  0.083

Summary:
HOMO level = -2.945 eV
energy relative to the best compared isomer or geometry (same formula, charge and spin) = 35.9 kcal/mol
charge = -1
energy = -627.88359 Eh



Entry 5:
The following is a quantum chemistry calculation of a cluster of 2 separate species, C2H5O3 in total at a distorted geometry, from the OMol25 dataset.

Last column: Mulliken charge in e.
Cartesian coordinates (Å):
C  1.6777  -1.2170  0.6142  -0.406
O  0.8303  -2.0099  -0.2109  -0.516
H  1.2599  -1.1506  1.6594  0.163
H  2.6493  -1.6927  0.4107  0.254
H  1.7051  -0.0406  0.4141  0.178
O  -1.6905  2.0325  -0.6035  -0.511
C  -0.8227  1.2571  -0.3295  -0.092
O  -0.5212  0.3309  0.5020  -0.602
H  0.0956  1.1768  -0.9748  0.189
H  0.2115  -1.3619  -0.7185  0.344

Summary:
HOMO level = -3.637 eV
energy relative to the best compared isomer or geometry (same formula, charge and spin) = 48.2 kcal/mol
charge = -1
energy = -304.93077 Eh



Entry 6:
The following is a quantum chemistry calculation of the molecule C2H5O5P at a distorted geometry, from the OMol25 dataset.

Last column: Mulliken charge in e.
Cartesian coordinates (Å):
C  -2.3406  0.4390  0.5333  -0.657
C  -1.3219  -0.4932  0.6214  -0.283
O  0.3076  -0.1753  -1.5055  -0.673
O  2.1061  -1.9650  -0.4321  -0.296
O  1.9436  1.5437  -0.4171  -0.303
O  1.3296  -1.4201  0.5817  -0.229
O  0.8822  1.2217  0.4829  -0.239
P  0.3738  -0.2208  -0.0410  1.075
H  -3.2837  0.1504  0.9955  0.250
H  -2.3582  1.2555  -0.1178  0.314
H  -1.4202  -1.3687  1.2155  0.364
H  1.8634  -1.4484  -1.2443  0.361
H  1.9184  2.4810  -0.6726  0.316

Summary:
HOMO level = -10.414 eV
energy relative to the best compared isomer or geometry (same formula, charge and spin) = 165.4 kcal/mol
SMILES = C=CP(=O)(OO)OO
energy = -796.58725 Eh